Entry 1:
The following is a DFT calculation (ωB97M-V with the def2-TZVPD basis set) of a cluster of 2 separate species, CH5O3 in total.

XYZ file:
```
9
Properties=species:S:1:pos:R:3
O -2.390 -0.160 -0.235
H -3.154 0.115 0.311
H -2.616 -0.411 -1.153
H -1.424 -0.046 -0.033
O 0.006 0.435 0.387
C 1.244 0.378 0.193
O 1.899 -0.598 -0.232
H 1.756 1.217 0.747
H 2.858 -0.615 0.009
```

Calculated values
HOMO level (spin up / spin down) = -25.3 / -25.2 eV
Multiplicity = 2
LUMO (spin up / spin down) = -10.93 / -16.13 eV
Relative energy (zero: lowest compared OMol25 entry of this formula, charge and spin) = 6.1 kcal per mole
Charge = +2

Löwdin atomic charge list, values in e, 4 entries:
1. O 0.34
2. H 0.22
3. H 0.21
4. H 0.11

=====

Entry 2:
The following is a DFT calculation (ωB97M-V with the def2-TZVPD basis set) of a structure of composition CH5OP.

XYZ file:
```
8
Properties=species:S:1:pos:R:3
C -0.059 0.753 -0.262
O -1.400 -0.542 -0.048
P 1.492 -0.178 0.002
H -0.157 1.026 -1.363
H -0.170 1.554 0.542
H -2.084 -0.389 0.633
H 1.016 -0.780 1.078
H 1.363 -1.444 -0.583
```

Calculated values
HOMO level = -9.5 eV
Multiplicity = 1
LUMO = 0.71 eV
Relative energy (zero: lowest compared OMol25 entry of this formula, charge and spin) = 66.5 kcal per mole
Charge = 0

Löwdin atomic charge list, values in e, 4 entries:
1. C -0.35
2. O -0.27
3. P 0.75
4. H 0.06

=====

Entry 3:
The following is a DFT calculation (ωB97M-V with the def2-TZVPD basis set) of a cluster of 2 separate species, CH5OPS in total.

XYZ file:
```
9
Properties=species:S:1:pos:R:3
C -0.643 1.347 1.107
O 0.000 -1.433 -0.115
P 0.515 -2.020 -1.369
S 1.108 1.036 0.964
H -1.135 1.784 1.956
H -1.210 0.410 0.889
H -0.795 1.914 0.172
H 0.312 -0.840 -2.301
H 1.848 -2.197 -1.303
```

Calculated values
HOMO level (spin up / spin down) = -8.9 / -8.5 eV
Multiplicity = 1
LUMO (spin up / spin down) = -1.85 / -1.34 eV
Relative energy (zero: lowest compared OMol25 entry of this formula, charge and spin) = 92.9 kcal per mole
Charge = 0

Löwdin atomic charge list, values in e, 4 entries:
1. C -0.58
2. O -0.60
3. P 0.71
4. S 0.55

=====

Entry 4:
The following is a DFT calculation (ωB97M-V with the def2-TZVPD basis set) of a cluster of 2 separate species, CH5OS in total.

XYZ file:
```
8
Properties=species:S:1:pos:R:3
C -1.462 -0.502 0.285
S -0.232 -0.552 -1.044
H -1.380 -1.346 0.987
H -2.478 -0.504 -0.109
H -1.365 0.393 0.920
H 2.960 0.917 -0.758
H 1.612 0.476 -0.238
O 2.345 1.118 -0.044
```

Calculated values
HOMO level = -2.4 eV
Multiplicity = 1
LUMO = 4.30 eV
Relative energy (zero: lowest compared OMol25 entry of this formula, charge and spin) = 1.1 kcal per mole
Charge = -1

Löwdin atomic charge list, values in e, 4 entries:
1. C -0.74
2. S 0.10
3. H -0.02
4. H -0.03

=====

Entry 5:
The following is a DFT calculation (ωB97M-V with the def2-TZVPD basis set) of a cluster of 2 separate species, CH5PS in total.

XYZ file:
```
8
Properties=species:S:1:pos:R:3
C 1.991 -0.365 0.804
P 1.482 0.452 -0.565
H 1.506 -1.323 0.887
H 2.907 -0.309 1.308
H 0.248 -0.305 -0.933
S -3.063 0.708 0.001
H -1.751 0.737 -0.194
H -3.320 0.404 -1.309
```

Calculated values
HOMO level = -9.8 eV
Multiplicity = 1
SMILES = C=P.S
LUMO = -0.13 eV
Relative energy (zero: lowest compared OMol25 entry of this formula, charge and spin) = 39.9 kcal per mole
Charge = 0

Löwdin atomic charge list, values in e, 4 entries:
1. C -0.45
2. P 0.70
3. H -0.03
4. H -0.04

=====

Entry 6:
The following is a DFT calculation (ωB97M-V with the def2-TZVPD basis set) of a cluster of 2 separate species, CH5PS in total.

XYZ file:
```
8
Properties=species:S:1:pos:R:3
C -0.206 0.924 -1.022
P 0.610 -1.311 0.817
S 0.714 0.769 0.510
H -0.694 1.839 -1.130
H -2.248 0.349 -0.873
H -0.164 0.086 -1.637
H 2.028 -1.499 1.314
H -0.040 -1.158 2.021
```

Calculated values
HOMO level (spin up / spin down) = -9.1 / -8.1 eV
Multiplicity = 1
LUMO (spin up / spin down) = -0.12 / -0.29 eV
Relative energy (zero: lowest compared OMol25 entry of this formula, charge and spin) = 98.0 kcal per mole
Charge = 0

Löwdin atomic charge list, values in e, 4 entries:
1. C -0.49
2. P 0.44
3. S 0.35
4. H -0.06

=====

Entry 7:
The following is a DFT calculation (ωB97M-V with the def2-TZVPD basis set) of a cluster of 2 separate species, CH5PS2 in total.

XYZ file:
```
9
Properties=species:S:1:pos:R:3
C -1.387 -0.119 0.458
P -0.968 1.282 -0.771
S 2.963 -0.385 -0.553
S 2.317 1.013 0.709
H -0.747 -0.915 0.295
H -2.441 -0.369 0.611
H -1.072 0.487 1.283
H -0.883 0.351 -1.919
H 2.219 -1.347 -0.113
```

Calculated values
HOMO level (spin up / spin down) = -8.3 / -9.0 eV
Multiplicity = 1
LUMO (spin up / spin down) = -1.83 / -0.89 eV
Relative energy (zero: lowest compared OMol25 entry of this formula, charge and spin) = 77.2 kcal per mole
Charge = 0

Löwdin atomic charge list, values in e, 4 entries:
1. C -0.45
2. P 0.67
3. S 0.21
4. S 0.00

=====

Entry 8:
The following is a DFT calculation (ωB97M-V with the def2-TZVPD basis set) of a cluster of 2 separate species, CH5PS3 in total.

XYZ file:
```
10
Properties=species:S:1:pos:R:3
C 0.584 -0.237 0.010
P 0.028 1.470 -0.354
S -2.219 -0.342 1.371
S 1.155 -0.572 1.620
S 0.687 -1.519 -1.138
H 1.249 1.828 -1.045
H -0.550 1.052 -1.562
H -2.852 0.884 1.668
H 1.475 -1.812 1.692
H 0.442 -0.753 -2.261
```

Calculated values
HOMO level (spin up / spin down) = -7.3 / -7.3 eV
Multiplicity = 1
LUMO (spin up / spin down) = -1.96 / -1.96 eV
Relative energy (zero: lowest compared OMol25 entry of this formula, charge and spin) = 106.3 kcal per mole
Charge = 0

Löwdin atomic charge list, values in e, 4 entries:
1. C -1.41
2. P 0.71
3. S -0.02
4. S 0.71

=====

Entry 9:
The following is a DFT calculation (ωB97M-V with the def2-TZVPD basis set) of a cluster of 2 separate species, CH5S3 in total.

XYZ file:
```
9
Properties=species:S:1:pos:R:3
S 1.954 -0.729 1.570
H 0.864 -0.148 1.005
C 0.379 1.316 -1.486
S -1.110 1.018 -0.506
S -1.215 -0.996 -0.224
H 0.521 0.595 -2.294
H 1.268 1.424 -0.855
H 0.262 2.309 -1.941
H 2.085 -1.546 0.507
```

Calculated values
HOMO level = -2.2 eV
Multiplicity = 1
LUMO = 3.51 eV
Relative energy (zero: lowest compared OMol25 entry of this formula, charge and spin) = 4.9 kcal per mole
Charge = -1

Löwdin atomic charge list, values in e, 4 entries:
1. S 0.37
2. H -0.31
3. C -0.58
4. S 0.05

=====

Entry 10:
The following is a DFT calculation (ωB97M-V with the def2-TZVPD basis set) of the ion CH6BO2S with charge +1.

XYZ file:
```
11
Properties=species:S:1:pos:R:3
C 1.875 0.346 -0.212
O 0.693 0.293 0.638
B -0.407 -0.389 0.413
O -0.828 -1.605 0.716
S -1.750 0.861 -0.473
H 2.524 1.100 0.213
H 2.363 -0.622 -0.199
H 1.591 0.632 -1.220
H -1.060 -2.294 0.091
H -2.864 0.115 -0.572
H -2.138 1.564 0.606
```

Calculated values
HOMO level = -16.0 eV
Multiplicity = 1
LUMO = -4.21 eV
Charge = +1

Löwdin atomic charge list, values in e, 4 entries:
1. C 0.03
2. O 0.04
3. B -0.78
4. O 0.23

=====

no.,F_max (eV Å⁻¹),E_tot (a.u.)
1,2.26,-265.938458
2,3.29,-457.575173
3,3.34,-855.752382
4,0.68,-514.555113
5,3.08,-780.558942
6,3.59,-780.466414
7,3.31,-1178.723852
8,3.01,-1576.869164
9,0.80,-1235.699305
10,0.46,-615.006475